# 1
Density functional theory data (ωB97M-V with the def2-TZVPD basis set) for a cluster of 2 separate species, C2H5Cl2N in total in a non-equilibrium geometry.

Output
- energy above the lowest of the compared OMol25 structures with the same formula, charge and spin (kcal per mole) = 20.6
- total energy (eV) = -28688.972

```
! RIJCOSX wB97M-V def2-TZVPD def2/J DEFGRID3
* xyz 0 1
C -0.66857 0.93526 -0.42829
C 0.10085 -0.31329 -0.24516
N -0.06160 -1.26433 0.67009
Cl 1.02104 -0.86831 -1.63267
Cl 2.32563 0.85051 0.93718
H -1.68757 0.72038 -0.76511
H -0.89351 1.55115 0.38756
H -0.22142 1.66485 -1.15470
H 0.53658 -2.07071 0.62225
H -0.45144 -1.20550 1.60885
*
```

Atom charges from the Mulliken analysis, given in e for atoms 1 to 4: number 1, C, carries -1.01; number 2, C, carries 0.60; number 3, N, carries -0.37; number 4, Cl, carries -0.10



# 2
Density functional theory data (ωB97M-V with the def2-TZVPD basis set) for a cluster of 2 separate species, C2H5Cl2N3 in total in a non-equilibrium geometry.

Output
- energy above the lowest of the compared OMol25 structures with the same formula, charge and spin (kcal per mole) = 19.3
- total energy (eV) = -31665.450

```
! RIJCOSX wB97M-V def2-TZVPD def2/J DEFGRID3
* xyz 0 1
C 0.74992 -0.83052 -0.32922
C -0.52637 1.46729 0.40477
N 1.99012 -0.73941 -0.25722
N -0.06170 -1.56887 -1.03165
N -0.14452 0.30357 1.13409
Cl 2.68325 0.56285 0.66777
Cl -1.60384 -0.63514 1.51482
H -1.48749 1.17078 -0.32638
H -0.97900 2.16573 1.11565
H 0.24550 2.00307 -0.29850
H 0.09914 -2.00575 -1.96316
H -0.96501 -1.89362 -0.63098
*
```

Atom charges from the Mulliken analysis, given in e for atoms 1 to 4: number 1, C, carries 0.62; number 2, C, carries -0.68; number 3, N, carries -0.39; number 4, N, carries -0.32



# 3
Density functional theory data (ωB97M-V with the def2-TZVPD basis set) for a cluster of 2 separate species, C2H5ClN2 in total in a non-equilibrium geometry.

Output
- <S²> = 2.007
- energy above the lowest of the compared OMol25 structures with the same formula, charge and spin (kcal per mole) = 2.8
- total energy (eV) = -17651.428

```
! RIJCOSX wB97M-V def2-TZVPD def2/J DEFGRID3
* xyz 0 3
C -1.22417 -0.99279 -0.50658
C 2.44486 0.41489 0.38063
N -2.41182 -0.83872 -0.53172
N 1.29882 0.57219 -0.13548
Cl -3.50407 0.54148 0.64688
H -0.33215 -0.52249 -0.19436
H -3.25920 -1.43009 -0.85629
H 3.02992 1.19949 0.98676
H 3.07101 -0.44187 0.43401
H 0.88679 1.49792 -0.22385
*
```

Atom charges from the Mulliken analysis, given in e for atoms 1 to 4: number 1, C, carries 0.05; number 2, C, carries -0.22; number 3, N, carries -0.31; number 4, N, carries -0.50